ORCA calculation (ωB97M-V/def2-TZVPD) on a 6-piece molecular cluster, C24H36O18 overall at a distorted geometry.

Lowest unoccupied orbital energy ... -0.01 eV
HOMO ... -0.37186 Ha
Calculated total energy ... -62322.423 eV
Orbital gap ... 10.11 eV
Energy above the lowest of the compared OMol25 structures with the same formula, charge and spin ... 666.3 kJ/mol

Structure (XYZ):
```
78
Properties=species:S:1:pos:R:3:forces:R:3
C -3.4651 -1.3276 -2.9803 0.28 -0.04 1.24
C -4.1917 -0.0499 -3.3965 -0.70 -1.88 -0.85
C -3.3161 1.0055 -3.9272 2.19 1.04 1.30
O -3.2143 0.8062 -5.3422 1.88 1.21 0.49
C -4.2916 0.2269 -5.7521 -4.24 -0.83 -0.74
O -4.8358 0.2926 -6.8553 1.96 -0.80 3.29
O -4.8617 -0.4029 -4.5881 -1.84 0.28 -3.03
H -2.4409 -1.1024 -2.6831 0.19 -0.22 -0.39
H -3.5556 -2.0952 -3.7489 0.31 0.23 -0.05
H -3.8826 -1.7547 -2.0685 -0.31 -0.01 -0.01
H -4.9092 0.2379 -2.6281 -0.01 0.37 -0.24
H -2.3883 0.7897 -3.3973 0.68 0.65 -0.76
H -3.5815 2.0413 -3.7158 -0.40 -0.11 -0.29
C -4.3540 -5.7258 4.3933 -0.68 -1.23 -0.71
C -4.0069 -4.2710 4.0102 0.44 -1.74 1.51
C -2.8844 -3.6838 4.8590 0.53 0.30 -1.26
O -2.1874 -2.8430 3.8792 -1.25 -0.02 -1.07
C -2.6085 -3.2513 2.5727 2.97 1.52 1.12
O -2.1173 -2.7781 1.5686 -1.32 -0.97 1.66
O -3.4064 -4.2788 2.7234 -1.11 -0.37 -1.49
H -3.7315 -6.5382 4.0185 1.11 0.74 -0.50
H -5.2680 -6.0722 3.9109 -0.50 0.57 0.17
H -4.4130 -6.0752 5.4241 -0.20 1.16 0.42
H -4.8996 -3.6459 3.9907 0.05 0.05 -0.02
H -2.1478 -4.4448 5.1167 -0.25 -0.13 0.38
H -3.2391 -3.1264 5.7259 0.25 0.15 -0.22
C -1.7199 3.7154 -1.8698 2.04 -1.15 1.09
C -0.6478 4.3951 -2.7532 -0.34 -1.51 0.00
C -0.2483 3.6412 -4.0869 -0.42 0.28 2.09
O -0.3058 4.6870 -4.9782 0.14 1.18 -2.27
C -0.8749 5.8002 -4.4531 0.11 2.74 -4.64
O -1.0649 6.8356 -5.1045 0.52 -2.81 1.88
O -1.1771 5.5718 -3.2445 -2.09 2.00 2.02
H -2.0222 4.2762 -0.9853 -0.10 0.48 -0.44
H -1.1759 2.8789 -1.4311 0.33 -0.20 0.33
H -2.5494 3.1257 -2.2602 -0.10 0.96 -0.90
H 0.2670 4.7690 -2.2933 -0.06 -0.89 1.03
H -1.0182 2.8973 -4.2923 0.36 -0.34 -0.33
H 0.7894 3.3079 -4.0983 -0.34 -0.62 0.26
C 2.0141 -2.8582 -0.3221 -1.27 0.03 4.28
C 0.8089 -1.9909 0.3078 2.82 -2.41 -3.05
C 1.2022 -0.7888 1.0676 0.81 -2.16 1.42
O 0.3196 0.1428 0.5391 -0.80 1.63 -0.01
C -0.2013 -0.3247 -0.6757 -0.69 4.99 0.02
O -0.8780 0.3853 -1.4029 0.85 -1.41 1.42
O 0.3340 -1.4369 -0.9054 -1.59 -2.58 -1.57
H 2.6934 -2.4377 -1.0636 -0.78 0.11 -0.14
H 1.6653 -3.8889 -0.3862 0.27 0.13 -0.87
H 2.5096 -2.8321 0.6485 1.40 -0.77 -0.08
H 0.0946 -2.5761 0.8870 -0.30 -0.20 -0.77
H 2.2902 -0.7287 1.0948 0.25 1.63 -1.14
H 1.0899 -1.0962 2.1073 -1.04 0.92 0.44
C 8.4202 -2.2547 0.6201 -1.21 0.33 -1.23
C 6.9372 -1.7708 0.5830 -0.79 0.33 -0.43
C 5.7675 -2.6256 1.0398 1.45 -3.61 -0.33
O 4.8820 -1.7563 1.6330 -4.32 -5.49 -2.25
C 5.4794 -0.7633 2.0169 2.05 5.96 1.96
O 4.9705 0.0064 2.7842 0.98 0.70 0.01
O 6.6674 -0.6543 1.3652 0.76 2.55 3.30
H 8.4846 -3.3420 0.6635 -0.03 0.05 -0.03
H 9.1154 -1.8166 1.3362 -0.68 0.16 0.32
H 8.7305 -1.9039 -0.3641 0.71 -0.45 0.03
H 6.6200 -1.2762 -0.3351 0.80 -1.21 -1.27
H 6.0415 -3.3362 1.8196 0.57 -0.04 0.28
H 5.3333 -3.3052 0.3066 -0.38 0.70 -0.40
C 1.5511 2.5780 1.8292 0.10 -1.02 -1.40
C 0.1663 3.1671 1.5970 1.15 -0.66 1.94
C -0.4023 3.7163 2.8666 -2.37 0.19 0.83
O -0.4758 5.1095 2.6404 0.04 1.77 -0.21
C -0.1284 5.4181 1.3509 -0.07 3.32 -0.46
O -0.1738 6.5401 0.7938 0.03 -4.38 2.39
O 0.3380 4.3065 0.8043 0.09 0.41 -2.16
H 2.2928 3.2069 2.3216 -0.52 0.46 0.06
H 1.9078 2.3890 0.8167 0.46 -0.15 0.01
H 1.5798 1.6111 2.3316 -0.41 0.09 0.13
H -0.6302 2.5305 1.2116 0.83 -0.39 -0.73
H -0.0387 3.4527 3.8597 1.10 0.36 -0.33
H -1.4322 3.3697 2.9524 -0.34 0.05 -0.06
```
Positions in Å, forces in eV/Å.